{"formula": "C25H54BrFNbO6S2", "method": "ωB97M-V with the def2-TZVPD basis set", "charge": -1, "orbital_gap_ev": 6.25, "e_lumo_ev": 0.9, "homo_ev": -5.37, "symbols": ["C", "O", "C", "C", "C", "C", "C", "C", "C", "C", "C", "Nb", "Br", "C", "C", "C", "S", "S", "O", "O", "F", "H", "H", "H", "H", "H", "H", "H", "H", "H", "H", "H", "H", "H", "H", "H", "H", "H", "H", "H", "H", "H", "H", "H", "H", "H", "H", "H", "H", "H", "H", "C", "C", "C", "O", "C", "H", "H", "H", "H", "H", "H", "H", "H", "C", "C", "C", "O", "C", "H", "H", "H", "H", "H", "H", "H", "H", "C", "C", "C", "O", "C", "H", "H", "H", "H", "H", "H", "H", "H"], "positions_angstrom": [[0.276212, -4.752617, 1.776272], [1.497388, -4.419720, 1.121071], [2.266666, -3.498040, 1.898487], [3.553012, -3.153246, 1.097614], [3.436161, -1.908052, 0.173166], [2.909914, -2.233293, -1.269869], [1.362465, -2.451572, -1.256823], [0.564783, -1.404866, -2.076090], [-0.981986, -1.581809, -2.104547], [-1.666942, -2.224755, -0.863378], [-2.375076, -1.198728, 0.120425], [-0.972700, -0.060589, 1.482315], [-2.011040, 2.180556, 0.461498], [0.344904, 1.321395, 2.784806], [1.808326, 1.240254, 2.210784], [2.793738, 2.247408, 2.874316], [4.525525, 1.907108, 2.270587], [-2.718992, 0.019280, 3.361876], [-3.997032, 0.608506, 2.880280], [-2.939165, -1.378148, 3.848310], [-2.172465, 0.885542, 4.674502], [-0.590176, -4.681272, 1.092991], [0.105024, -4.020618, 2.591293], [0.373494, -5.779364, 2.181532], [1.676762, -2.559008, 1.983238], [2.465994, -3.947307, 2.889515], [4.330988, -2.910711, 1.854454], [3.914257, -4.055024, 0.572729], [2.792025, -1.108346, 0.575235], [4.458370, -1.493184, 0.055916], [3.250260, -1.493213, -2.013734], [3.369723, -3.208576, -1.536454], [1.068553, -3.474934, -1.559180], [1.037262, -2.344256, -0.201700], [0.874166, -0.388381, -1.761026], [0.920077, -1.484164, -3.130024], [-1.415437, -0.564155, -2.215907], [-1.282270, -2.136882, -3.009580], [-1.035168, -2.887040, -0.248057], [-2.491314, -2.866107, -1.249897], [-3.042243, -0.564324, -0.495188], [-3.055840, -1.820240, 0.758314], [0.376610, -0.057498, 0.289337], [-0.296669, -1.552558, 2.253863], [0.012229, 2.372956, 2.689889], [0.315620, 1.000694, 3.846635], [2.187649, 0.224409, 2.435946], [1.807688, 1.423739, 1.123682], [2.600257, 3.297282, 2.600320], [2.826997, 2.139770, 3.969603], [4.929073, 0.823383, 3.014977], [-3.979597, 4.423007, -2.709758], [-2.922015, 5.448099, -2.342069], [-1.697093, 4.902044, -3.054517], [-2.171668, 4.221030, -4.224135], [-3.592684, 4.070125, -4.135542], [-5.001058, 4.795137, -2.627132], [-3.882595, 3.544369, -2.066505], [-3.191440, 6.425565, -2.754895], [-2.773692, 5.561027, -1.268361], [-1.166249, 4.175519, -2.431034], [-0.996205, 5.686106, -3.348452], [-4.052108, 4.759800, -4.853917], [-3.869098, 3.050299, -4.408197], [-5.919024, -4.148770, 1.952693], [-6.247385, -2.744558, 1.479364], [-6.232980, -2.910349, -0.029477], [-6.645655, -4.259598, -0.298767], [-6.642567, -5.002921, 0.925108], [-6.236748, -4.353793, 2.974836], [-4.840574, -4.318787, 1.889952], [-7.249910, -2.463909, 1.815917], [-5.545933, -1.987234, 1.830976], [-5.223800, -2.777294, -0.434108], [-6.904286, -2.215014, -0.536482], [-7.684852, -5.178012, 1.217483], [-6.160526, -5.969255, 0.763744], [6.351708, 4.869359, -0.867891], [7.124226, 4.318552, -2.053800], [6.922876, 2.821540, -1.888912], [5.647639, 2.645003, -1.266171], [5.177209, 3.910106, -0.788399], [6.044221, 5.908456, -0.986855], [6.958483, 4.794183, 0.039114], [6.664875, 4.657715, -2.986756], [8.175665, 4.607282, -2.067670], [7.684378, 2.387745, -1.230945], [6.940984, 2.286560, -2.840281], [4.356366, 4.232417, -1.438798], [4.793456, 3.798766, 0.226310]], "atomic_forces_ev_per_a": [[0.170, 0.212, 0.332], [-0.247, 0.037, 0.199], [0.150, 0.233, -1.183], [-0.144, 0.514, 1.083], [0.455, -0.242, -1.299], [-0.224, -1.086, 0.735], [-0.419, 0.685, 0.250], [0.676, -0.359, -0.696], [0.093, 0.519, 0.534], [-0.686, 0.196, 0.317], [-0.397, 0.037, -0.279], [0.485, 0.261, -2.073], [0.502, -0.685, 0.202], [0.078, 0.453, -0.676], [-0.358, 0.229, 0.890], [0.387, -1.046, -0.031], [0.141, -0.065, 0.247], [-3.154, -1.891, 0.765], [2.332, -0.210, 1.130], [0.890, 2.274, -0.324], [-0.717, -0.425, -0.557], [0.524, -0.152, 0.117], [-0.162, -0.543, -0.245], [-0.301, 0.447, -0.058], [0.298, -0.481, 0.455], [0.073, 0.295, -0.282], [-0.353, -0.148, -0.338], [-0.228, 0.398, 0.013], [0.316, -0.350, 0.230], [-0.503, -0.051, 0.159], [-0.302, -0.121, 0.349], [-0.050, 0.563, -0.138], [0.248, 0.440, 0.072], [0.109, -0.206, -0.571], [-0.329, -0.499, 0.038], [-0.187, 0.117, 0.484], [0.112, -0.552, -0.061], [0.243, 0.058, 0.367], [0.080, 0.200, -0.581], [0.462, 0.224, 0.247], [0.226, -0.197, 0.387], [0.395, 0.461, -0.094], [-0.021, -0.196, 0.642], [-0.009, 0.270, -0.113], [-0.017, -0.461, 0.351], [0.018, 0.227, -0.461], [0.000, 0.409, -0.461], [0.156, -0.231, 0.445], [0.024, -0.440, 0.124], [-0.270, 0.197, -0.401], [-0.684, 0.660, -0.268], [-0.103, -0.297, 0.184], [-0.022, 0.314, -0.005], [0.189, -0.248, 0.057], [-0.149, 0.103, 0.105], [0.061, 0.122, -0.195], [0.024, 0.005, -0.027], [-0.009, 0.036, -0.012], [0.025, -0.011, 0.023], [0.019, -0.067, -0.025], [-0.009, 0.065, 0.066], [-0.011, -0.052, -0.097], [-0.085, -0.033, 0.004], [0.093, 0.001, -0.027], [0.249, -0.137, 0.028], [-0.132, 0.262, 0.107], [0.195, -0.047, -0.140], [0.017, 0.010, 0.173], [-0.201, 0.013, -0.095], [0.004, 0.011, -0.025], [-0.034, 0.006, 0.038], [0.035, 0.021, -0.013], [-0.014, -0.023, -0.005], [-0.007, 0.094, 0.029], [-0.016, -0.093, -0.051], [0.021, -0.063, 0.074], [-0.024, 0.020, -0.097], [0.123, 0.071, 0.247], [0.022, 0.109, -0.273], [-0.041, -0.199, 0.194], [0.180, 0.236, -0.060], [-0.267, -0.079, -0.131], [-0.016, -0.032, -0.007], [-0.042, 0.015, -0.012], [0.034, -0.017, 0.015], [-0.016, -0.028, 0.008], [0.078, 0.017, -0.063], [-0.064, -0.045, 0.042], [-0.013, 0.073, 0.050], [0.021, -0.111, -0.063]], "lowdin_charge": [-0.111, -0.231, -0.240, -0.163, -0.198, -0.183, -0.227, -0.239, -0.210, -0.292, -0.405, 1.297, -0.042, -0.415, -0.424, -0.534, 0.647, 0.478, -0.456, -0.465, -0.326, 0.079, 0.074, 0.086, 0.071, 0.121, 0.103, 0.112, 0.083, 0.103, 0.103, 0.100, 0.118, 0.057, 0.082, 0.105, 0.101, 0.099, 0.058, 0.092, 0.020, 0.032, -0.046, -0.059, 0.010, 0.032, 0.069, 0.065, 0.067, 0.064, -0.145, -0.177, -0.179, -0.205, -0.145, -0.211, 0.111, 0.096, 0.110, 0.110, 0.107, 0.112, 0.111, 0.115, -0.172, -0.166, -0.197, -0.148, -0.216, 0.112, 0.115, 0.115, 0.107, 0.105, 0.115, 0.112, 0.112, -0.175, -0.182, -0.210, -0.146, -0.216, 0.110, 0.115, 0.112, 0.108, 0.116, 0.115, 0.120, 0.065]}